Entry from OMol25: a cluster of 2 separate species, C4H6O in total at a distorted geometry (wB97M-V/def2-TZVPD).

Cartesian coordinates (Å):
C  -1.93674  -1.31462  -0.79520
C  -1.22759  -1.86493  0.12834
C  0.92301  0.53092  0.63741
C  0.68021  1.35683  -0.57906
O  0.42595  0.76944  1.70020
H  -0.66405  -2.64359  0.64708
H  -1.58685  -1.14605  0.87084
H  1.55439  -0.32220  0.45616
H  0.24555  0.73909  -1.51993
H  1.53849  1.69633  -1.04441
H  0.04763  2.19878  -0.50143

As for the spin multiplicity: 3. For the calculated total energy, the calculation gives -230.94942 hartree. The relative energy (zero: lowest compared OMol25 entry of this formula, charge and spin) comes out at 342.36 kJ/mol. As for the expectation value of S²: 2.033. The value obtained for the LUMO energy (alpha / beta) is 0.97 / -2.66 eV. The value obtained for the frontier orbital gap (alpha / beta) is 8.7 / 7.4 eV. The net charge is 0.